{"formula": "C36H67N4O22V", "method": "ωB97M-V with the def2-TZVPD basis set", "fmax_ev_per_a": 4.81, "e_lumo_ev": -2.803, "total_energy_ev": -115095.067, "homo_energy_ha": -0.261, "orbital_gap_ev": 4.31, "charge": 0, "species": ["C", "C", "C", "O", "C", "N", "H", "H", "H", "H", "H", "H", "H", "H", "H", "H", "H", "H", "O", "V", "O", "O", "C", "O", "O", "H", "C", "C", "O", "H", "H", "H", "H", "H", "C", "O", "C", "C", "O", "C", "H", "H", "H", "H", "H", "H", "H", "H", "H", "H", "C", "O", "C", "C", "O", "C", "H", "H", "H", "H", "H", "H", "H", "H", "H", "H", "C", "O", "N", "C", "C", "H", "H", "H", "H", "H", "H", "H", "C", "O", "N", "C", "C", "H", "H", "H", "H", "H", "H", "H", "C", "O", "N", "C", "C", "H", "H", "H", "H", "H", "H", "H", "C", "C", "C", "O", "C", "C", "C", "O", "O", "O", "H", "H", "H", "H", "C", "C", "C", "O", "C", "C", "C", "O", "O", "O", "H", "H", "H", "H"], "coordinates": [[-4.601, -5.269, -4.461], [-3.511, -5.774, -3.519], [-2.243, -6.458, -4.103], [-1.300, -6.777, -3.093], [-0.026, -7.106, -3.595], [-3.095, -4.567, -2.702], [-2.486, -3.848, -3.064], [-3.942, -4.131, -2.367], [-2.540, -4.964, -1.957], [-4.280, -4.915, -5.441], [-5.323, -4.584, -4.017], [-5.276, -6.075, -4.749], [-4.021, -6.301, -2.712], [-1.854, -5.787, -4.868], [-2.475, -7.402, -4.597], [0.432, -6.209, -4.011], [-0.086, -7.807, -4.427], [0.657, -7.334, -2.776], [0.991, -3.058, -6.347], [1.348, -1.673, -5.617], [2.834, -1.729, -5.148], [-1.023, 2.872, -7.661], [-0.491, 1.678, -7.515], [-1.225, 0.740, -7.236], [0.703, 1.467, -7.363], [-1.941, 2.608, -7.759], [0.570, 1.418, -1.390], [-0.356, 0.325, -1.885], [0.086, -0.940, -2.382], [1.207, 1.281, -0.517], [0.078, 2.381, -1.249], [1.378, 1.662, -2.080], [-1.049, 0.709, -2.634], [-1.006, 0.182, -1.022], [-3.814, 6.837, 1.859], [-2.748, 6.723, 2.797], [-2.459, 5.331, 3.119], [-1.108, 5.087, 3.876], [-1.255, 5.087, 5.306], [-1.623, 6.361, 5.825], [-3.504, 6.775, 0.816], [-4.316, 7.797, 1.975], [-4.613, 6.138, 2.107], [-2.337, 4.653, 2.275], [-3.368, 5.020, 3.634], [-0.219, 5.629, 3.553], [-0.623, 4.125, 3.707], [-2.396, 6.845, 5.227], [-0.805, 7.076, 5.736], [-1.847, 6.241, 6.885], [-8.694, -1.289, 7.234], [-8.937, -1.485, 5.861], [-7.912, -2.345, 5.369], [-6.568, -1.643, 5.162], [-5.882, -2.116, 4.044], [-4.623, -1.472, 3.874], [-8.692, -2.243, 7.763], [-9.386, -0.593, 7.708], [-7.681, -0.920, 7.395], [-8.305, -2.720, 4.424], [-7.748, -3.233, 5.980], [-5.957, -1.604, 6.064], [-6.827, -0.609, 4.933], [-4.136, -1.889, 2.992], [-3.837, -1.659, 4.606], [-4.738, -0.392, 3.793], [-5.268, 5.088, -5.044], [-6.453, 4.896, -5.407], [-4.592, 4.550, -3.932], [-3.226, 4.765, -3.607], [-5.279, 3.826, -2.857], [-4.581, 5.745, -5.600], [-2.919, 5.637, -4.184], [-2.680, 3.851, -3.838], [-3.149, 5.023, -2.551], [-4.655, 3.116, -2.315], [-5.647, 4.606, -2.190], [-6.160, 3.324, -3.257], [1.859, 0.899, 7.135], [1.010, 0.034, 7.409], [2.522, 0.903, 5.985], [3.462, 1.888, 5.590], [2.251, -0.163, 5.002], [2.135, 1.715, 7.820], [3.185, 2.395, 4.666], [4.380, 1.410, 5.248], [3.591, 2.629, 6.379], [1.599, -0.970, 5.335], [1.610, 0.225, 4.210], [3.148, -0.564, 4.530], [8.620, -0.985, 0.286], [8.485, 0.034, 0.928], [7.652, -1.454, -0.534], [7.816, -2.739, -1.208], [6.372, -0.815, -0.804], [9.542, -1.583, 0.209], [6.924, -2.872, -1.820], [7.957, -3.407, -0.358], [8.713, -2.797, -1.824], [5.702, -1.071, 0.016], [6.594, 0.246, -0.688], [5.898, -1.111, -1.740], [6.443, 4.464, -2.891], [5.416, 5.204, -2.410], [4.104, 5.473, -3.118], [3.183, 6.196, -2.712], [4.009, 4.691, -4.341], [4.973, 3.987, -4.889], [6.349, 3.778, -4.206], [7.231, 3.045, -4.683], [4.838, 3.241, -6.028], [5.494, 5.666, -1.096], [7.213, 4.092, -2.232], [3.008, 4.661, -4.744], [3.946, 2.886, -6.060], [4.685, 6.161, -0.947], [4.417, -6.459, 0.368], [3.530, -5.473, 0.378], [2.703, -5.035, 1.490], [1.743, -4.189, 1.532], [3.130, -5.641, 2.759], [4.065, -6.616, 2.765], [4.721, -7.201, 1.591], [5.600, -8.078, 1.711], [4.543, -7.111, 3.952], [3.231, -4.911, -0.798], [4.983, -6.701, -0.519], [2.680, -5.055, 3.547], [5.442, -7.382, 3.752], [2.730, -4.092, -0.794]], "mulliken_charge": [-1.433, 0.377, -0.766, -0.337, -0.704, -0.329, 0.257, 0.374, 0.376, 0.348, 0.417, 0.369, 0.301, 0.432, 0.440, 0.290, 0.306, 0.271, -0.673, 1.820, -0.590, -0.452, 0.712, -0.759, -0.700, 0.302, -0.963, -0.235, -0.709, 0.295, 0.305, 0.251, 0.219, 0.193, -0.698, -0.340, -0.403, -0.665, -0.344, -0.638, 0.226, 0.278, 0.318, 0.403, 0.370, 0.356, 0.350, 0.260, 0.287, 0.239, -0.708, -0.362, -0.410, -0.472, -0.343, -0.732, 0.300, 0.280, 0.273, 0.299, 0.298, 0.344, 0.362, 0.260, 0.311, 0.300, 0.162, -0.602, 0.126, -0.878, -0.964, 0.265, 0.339, 0.297, 0.281, 0.336, 0.324, 0.313, 0.203, -0.626, 0.164, -0.795, -0.997, 0.251, 0.315, 0.303, 0.247, 0.298, 0.327, 0.311, 0.087, -0.585, 0.088, -0.940, -0.928, 0.351, 0.293, 0.375, 0.284, 0.310, 0.331, 0.338, -0.709, 0.447, 0.507, -0.620, -0.630, 0.615, 0.524, -0.562, -0.504, -0.520, 0.420, 0.399, 0.297, 0.335, -0.828, 0.439, 0.777, -0.626, -0.727, 0.252, 0.742, -0.606, -0.513, -0.474, 0.478, 0.440, 0.343, 0.299]}